Molecular formula: C6H10
Method: DFT, ωB97M-V/def2-TZVPD

```
! wB97M-V def2-TZVPD RIJCOSX def2/J DEFGRID3
* xyz 0 1
C 1.73005 -0.16635 -0.36080
C 0.39336 -0.68903 0.16111
C -0.17414 0.06379 1.37161
C -1.35428 0.82004 0.92561
C -1.28145 0.96194 -0.49492
C -0.80731 -0.45705 -0.77044
H 2.52050 -0.29443 0.38928
H 2.03777 -0.70305 -1.26641
H 1.67840 0.90134 -0.60567
H 0.49578 -1.75561 0.39218
H -0.58609 -0.57238 2.14416
H 0.49898 0.70519 1.92201
H -1.64467 -1.07062 -0.33266
H -0.54232 1.73399 -0.70610
H -2.21630 1.25984 -0.95843
H -0.74830 -0.73760 -1.81052
*
```

## Properties
LUMO energy	0.384	eV
orbital gap	8.24	eV
HOMO level	-7.9	eV
E	-234.471938	Eh

Molecular formula: C6H10
Method: DFT, ωB97M-V/def2-TZVPD

```
! wB97M-V def2-TZVPD RIJCOSX def2/J DEFGRID3
* xyz 0 1
C -1.43895 0.45269 0.44352
C -0.45896 0.88549 -0.58285
C 1.00415 0.96821 -0.30153
C 1.45000 -0.24778 0.47606
C 0.04543 -1.55140 -0.00581
C -1.01367 -0.60324 -0.51680
H -1.13249 0.31110 1.47468
H -2.42631 0.87340 0.31648
H -0.77488 1.68515 -1.26435
H 1.57904 1.08538 -1.23426
H 1.01866 1.92471 0.23729
H 1.20426 -0.16279 1.53973
H 2.56393 -0.35038 0.42561
H -0.08143 -1.92111 1.01235
H 0.10809 -2.45505 -0.66498
H -1.64687 -0.89439 -1.35515
*
```

## Properties
LUMO energy	1.241	eV
orbital gap	10.46	eV
HOMO level	-9.2	eV
E	-234.517413	Eh

Molecular formula: C6H10
Method: DFT, ωB97M-V/def2-TZVPD

```
! wB97M-V def2-TZVPD RIJCOSX def2/J DEFGRID3
* xyz 0 1
C 2.44887 0.34638 0.26389
C 1.77976 -1.00032 -0.04422
C 0.37233 -1.00480 0.36244
C -0.79904 -0.85605 0.61059
C -2.15708 -0.29570 0.64464
C -2.09790 0.97580 -0.21181
H 1.97129 1.15553 -0.29942
H 2.36948 0.59022 1.32788
H 3.50888 0.31559 -0.00791
H 1.81538 -1.18065 -1.12614
H 2.33081 -1.81800 0.43174
H -2.45908 -0.06495 1.67287
H -2.88908 -1.00887 0.24703
H -1.80436 0.70462 -1.23125
H -3.03796 1.53092 -0.25604
H -1.32284 1.63588 0.18978
*
```

## Properties
LUMO energy	1.082	eV
orbital gap	10.43	eV
SMILES	CCC#CCC
HOMO level	-9.3	eV
E	-234.550732	Eh

Molecular formula: C6H10
Method: DFT, ωB97M-V/def2-TZVPD

```
! wB97M-V def2-TZVPD RIJCOSX def2/J DEFGRID3
* xyz 0 1
C -0.13368 2.98174 0.50868
C -0.26207 1.69331 -0.33939
C -0.67263 0.61784 0.28043
C -0.42745 -0.77736 0.07071
C 0.66886 -1.46858 -0.13630
C 0.58753 -2.84756 -0.54189
H -0.92221 2.67091 1.34027
H -0.58022 3.85471 0.07507
H 0.85849 3.10439 0.92876
H -0.00903 1.69779 -1.35250
H -1.51452 0.80798 1.06277
H -1.34129 -1.33592 -0.02977
H 1.63591 -0.98736 -0.01004
H 1.60904 -3.32256 -0.30423
H -0.10425 -3.45095 0.16123
H 0.60754 -3.23838 -1.71380
*
```

## Properties
LUMO energy	1.093	eV
orbital gap	9.51	eV
SMILES	C/C=C/C=C/C
HOMO level	-8.4	eV
E	-234.497326	Eh

Molecular formula: C6H10
Method: DFT, ωB97M-V/def2-TZVPD

```
! wB97M-V def2-TZVPD RIJCOSX def2/J DEFGRID3
* xyz 0 1
C -0.86768 -0.34570 -1.99596
C -0.16048 -0.06178 -0.70702
C 0.98053 -0.62859 -0.30180
C 1.32779 -0.24100 1.11675
C -0.02847 0.29985 1.61626
C -0.70451 0.86135 0.35955
H -0.71061 0.43936 -2.73980
H -0.49757 -1.29190 -2.35999
H -1.95189 -0.42850 -1.84720
H 1.58573 -1.31750 -0.88998
H 1.68964 -1.08772 1.71428
H 2.12236 0.52019 1.15137
H -0.63966 -0.54616 1.92104
H 0.05398 1.00640 2.44156
H -0.45086 1.91401 0.15669
H -1.79756 0.80541 0.42022
*
```

## Properties
LUMO energy	1.171	eV
orbital gap	9.92	eV
SMILES	CC1=CCCC1
HOMO level	-8.7	eV
E	-234.598865	Eh

Molecular formula: C6H10
Method: DFT, ωB97M-V/def2-TZVPD

```
! wB97M-V def2-TZVPD RIJCOSX def2/J DEFGRID3
* xyz 0 1
C -0.97975 -1.42213 -1.55261
C -0.18337 -1.64741 -0.33356
C 0.15317 -0.59693 0.40959
C 0.96480 -0.11202 1.55311
C -0.03285 0.81505 0.78038
C 0.42248 1.97808 -0.02537
H -0.60070 -2.13380 -2.22983
H -0.82654 -0.40045 -1.98409
H -2.11910 -1.42276 -1.29669
H 0.26548 -2.66591 -0.17795
H 0.52234 -0.21971 2.46030
H 1.94165 0.18567 1.36943
H -0.93691 0.98559 1.42876
H 1.20726 1.66911 -0.63709
H 0.61592 2.70222 0.82026
H -0.41388 2.28539 -0.58463
*
```

## Properties
LUMO energy	1.117	eV
orbital gap	10.09	eV
SMILES	C/C=C1/C[C@H]1C
HOMO level	-9.0	eV
E	-234.508307	Eh

Sequential relative energy (zero: lowest compared OMol25 entry of this formula, charge and spin) output: 342.8; 223.4; 135.9; 276.2; 9.6; 247.3 kJ/mol